# 1
111
Properties=species:S:1:pos:R:3:lowdin_charge:R:1 method="wB97M-V/def2-TZVPD" de_lowest_kj_mol=367.08 charge=-1 homo_energy_ha="-0.1012 / -0.1008"
Ru 0.796 -1.033 -1.237 0.9216
O 1.842 -1.779 0.712 -0.4120
P 0.984 -2.051 1.897 0.7528
C -0.829 -1.751 1.700 -0.2661
P -1.097 0.018 1.351 0.7258
O 0.023 0.458 0.486 -0.4126
C -1.106 0.817 2.973 -0.2731
C -0.301 1.936 3.151 -0.0528
C -0.307 2.597 4.372 -0.0688
C -1.118 2.150 5.404 -0.0909
C -1.934 1.040 5.222 -0.0928
C -1.930 0.377 4.006 -0.0955
C -2.663 0.512 0.606 -0.2552
C -2.553 1.724 -0.075 -0.0505
C -3.671 2.339 -0.614 -0.1099
C -4.919 1.784 -0.391 -0.1042
C -5.037 0.600 0.320 -0.0821
C -3.913 -0.064 0.797 -0.0824
C 1.125 -3.774 2.436 -0.2741
C 2.235 -4.474 1.966 -0.0687
C 2.441 -5.789 2.353 -0.0716
C 1.545 -6.411 3.211 -0.0875
C 0.438 -5.718 3.682 -0.0847
C 0.227 -4.403 3.294 -0.0856
C 1.537 -1.012 3.261 -0.2693
C 1.129 -1.148 4.584 -0.0837
C 1.643 -0.301 5.551 -0.0882
C 2.569 0.675 5.198 -0.0844
C 2.976 0.813 3.880 -0.0562
C 2.460 -0.030 2.905 -0.0510
H -1.346 -2.126 2.584 0.0569
H -1.115 -2.243 0.771 0.0290
H 0.334 2.270 2.335 0.1043
H 0.331 3.460 4.515 0.1102
H -1.116 2.668 6.356 0.0994
H -2.575 0.697 6.025 0.0981
H -2.585 -0.477 3.862 0.1006
H -1.572 2.172 -0.187 0.1240
H -3.552 3.285 -1.121 0.1144
H -5.802 2.313 -0.726 0.1159
H -6.020 0.191 0.522 0.1034
H -4.029 -0.986 1.356 0.1039
H 2.922 -3.975 1.292 0.1156
H 3.304 -6.328 1.984 0.1050
H 1.710 -7.436 3.517 0.1006
H -0.261 -6.201 4.352 0.1013
H -0.640 -3.875 3.670 0.0940
H 0.411 -1.911 4.867 0.1009
H 1.323 -0.400 6.581 0.1015
H 2.967 1.336 5.958 0.1024
H 3.688 1.578 3.598 0.1128
H 2.756 0.073 1.867 0.0992
C -6.005 3.704 -5.326 -0.0628
C -5.558 2.406 -4.707 -0.2859
C -4.700 2.397 -3.611 -0.0318
C -4.330 1.216 -3.000 -0.0297
C -4.766 0.002 -3.528 -0.1864
N -4.285 -1.146 -2.868 0.1659
C -4.686 -2.427 -3.069 -0.5118
O -5.616 -2.774 -3.779 0.0483
N -3.982 -3.398 -2.375 0.1319
C -2.740 -3.444 -1.722 -0.1924
C -2.466 -4.619 -1.018 -0.0214
C -1.219 -4.793 -0.448 -0.0530
C -0.304 -3.766 -0.547 -0.1845
N -0.579 -2.619 -1.183 -0.1008
C -1.759 -2.453 -1.791 -0.0670
C -5.611 -0.023 -4.632 -0.0051
C -6.005 1.184 -5.195 -0.0489
H -5.294 4.503 -5.117 0.0722
H -6.978 4.015 -4.936 0.0759
H -6.097 3.614 -6.409 0.0722
H -4.318 3.344 -3.244 0.1084
H -3.661 1.094 -2.189 0.0752
H -3.716 -0.966 -2.053 0.1171
H -4.454 -4.283 -2.466 0.1366
H -3.212 -5.405 -0.965 0.1093
H -0.946 -5.715 0.047 0.1071
H 0.704 -3.849 -0.170 0.0885
H -1.749 -1.488 -2.347 0.0659
H -5.952 -0.960 -5.039 0.0963
H -6.673 1.166 -6.050 0.1075
O -0.459 -0.253 -2.373 -0.7137
S 2.351 3.835 -0.060 0.0971
P 3.439 2.491 -1.041 0.0008
S 2.661 0.743 -1.521 0.3063
C 4.964 2.173 -0.053 -0.3803
C 5.341 0.885 0.306 -0.1221
C 6.494 0.677 1.057 -0.0997
C 7.279 1.752 1.444 -0.1146
C 6.905 3.043 1.085 -0.1016
C 5.753 3.250 0.343 -0.1077
C 4.147 3.223 -2.567 -0.3776
C 3.889 4.541 -2.916 -0.1133
C 4.446 5.080 -4.070 -0.0994
C 5.264 4.304 -4.877 -0.1111
C 5.523 2.982 -4.531 -0.0970
C 4.965 2.445 -3.382 -0.1023
H 4.714 0.057 -0.006 0.0554
H 6.777 -0.331 1.338 0.0943
H 8.177 1.590 2.028 0.0900
H 7.510 3.888 1.391 0.0932
H 5.447 4.255 0.077 0.0937
H 3.242 5.129 -2.275 0.0513
H 4.234 6.107 -4.341 0.0933
H 5.694 4.723 -5.779 0.0908
H 6.152 2.368 -5.163 0.0945
H 5.146 1.410 -3.116 0.0930
C 1.566 -2.120 -2.469 -0.2894
H 1.664 -3.210 -2.349 -0.0363
H 1.948 -1.744 -3.422 -0.0242

# 2
109
Properties=species:S:1:pos:R:3:lowdin_spin:R:1 method="wB97M-V/def2-TZVPD" de_lowest_kj_mol=162.53 s_squared=0.756 spin_multiplicity=2 homo_energy_ha="-0.2630 / -0.2633"
Ti 0.533 -0.152 -0.083 0.0094
Cl -5.269 -0.634 3.967 0.0000
C -3.685 -0.684 3.238 0.0000
C -2.866 -1.809 3.434 0.0000
C -1.609 -1.854 2.896 0.0000
C -1.122 -0.786 2.113 -0.0003
O 0.094 -0.814 1.639 -0.0005
C -1.958 0.335 1.917 0.0001
C -1.436 1.531 1.278 -0.0004
N -0.330 1.553 0.651 0.0001
C 0.557 2.685 0.556 0.0002
C 0.218 4.026 0.597 0.0000
C 1.189 4.993 0.408 0.0002
C 2.498 4.606 0.129 0.0000
C 2.852 3.272 0.060 0.0002
C 4.192 2.794 -0.319 0.0000
C 4.371 1.526 -0.680 0.0003
C 3.191 0.587 -0.690 0.0005
N 2.188 0.938 0.329 0.0044
C 1.885 2.290 0.334 0.0002
C -3.234 0.372 2.501 0.0001
H -3.239 -2.636 4.024 0.0000
H -0.953 -2.699 3.059 0.0000
H -1.962 2.471 1.456 0.0000
H -0.813 4.332 0.747 0.0000
H 0.923 6.040 0.447 0.0000
H 3.250 5.363 -0.067 0.0000
H 5.015 3.501 -0.318 0.0000
H 5.343 1.158 -0.988 0.0001
H 3.466 -0.447 -0.542 0.0000
H -3.862 1.248 2.369 0.0000
C -7.688 -1.532 -5.988 0.0026
C -6.506 -1.713 -5.072 0.0129
C -6.672 -2.149 -3.766 0.0053
C -5.594 -2.288 -2.891 0.0342
C -5.892 -2.709 -1.464 0.0054
C -4.306 -2.010 -3.373 0.1464
Te -2.693 -2.273 -1.913 0.4406
N -0.761 -1.559 -0.916 0.2034
C 0.187 -2.431 -0.648 0.0158
O 1.373 -1.962 -0.337 0.0194
C 0.030 -3.917 -0.565 0.0021
C -1.013 -4.472 0.166 0.0032
C -1.095 -5.850 0.330 0.0004
C -0.131 -6.673 -0.234 0.0010
C 0.919 -6.117 -0.960 0.0007
C 1.007 -4.744 -1.113 0.0004
C -1.614 -3.576 -3.197 0.0122
C -0.474 -3.175 -3.903 0.0025
C 0.134 -1.797 -3.880 0.0059
C 0.190 -4.133 -4.676 0.0000
C -0.239 -5.444 -4.767 0.0000
C 0.495 -6.451 -5.613 0.0000
C -1.383 -5.807 -4.065 0.0000
C -2.080 -4.903 -3.278 0.0040
C -3.319 -5.393 -2.571 0.0122
C -4.113 -1.527 -4.673 0.0189
C -2.757 -1.141 -5.204 0.0084
C -5.220 -1.403 -5.503 0.0004
H -8.610 -1.875 -5.519 0.0000
H -7.552 -2.087 -6.918 0.0007
H -7.816 -0.481 -6.252 0.0006
H -7.671 -2.372 -3.402 0.0010
H -6.969 -2.791 -1.316 0.0000
H -5.517 -1.986 -0.737 0.0003
H -5.447 -3.673 -1.219 0.0016
H -1.742 -3.822 0.634 0.0005
H -1.910 -6.277 0.902 0.0000
H -0.185 -7.745 -0.093 0.0001
H 1.679 -6.757 -1.392 0.0000
H 1.825 -4.301 -1.669 0.0001
H -0.549 -1.022 -3.549 0.0064
H 0.516 -1.533 -4.869 0.0002
H 0.979 -1.760 -3.191 0.0000
H 1.083 -3.822 -5.212 0.0002
H 1.476 -6.078 -5.909 0.0000
H -0.066 -6.676 -6.523 0.0000
H 0.632 -7.390 -5.076 0.0000
H -1.742 -6.830 -4.124 0.0002
H -3.349 -6.482 -2.570 0.0010
H -4.221 -5.028 -3.072 0.0009
H -3.351 -5.058 -1.533 0.0063
H -2.232 -0.486 -4.508 0.0049
H -2.852 -0.616 -6.154 0.0005
H -2.129 -2.020 -5.364 0.0011
H -5.073 -1.043 -6.518 -0.0001
C 4.040 -0.938 -7.348 0.0000
C 3.613 -0.519 -5.965 0.0000
C 3.938 -1.274 -4.851 0.0000
C 3.580 -0.895 -3.556 0.0000
C 3.966 -1.835 -2.435 0.0004
C 2.870 0.295 -3.363 0.0000
C 2.373 0.807 -2.026 0.0001
O 1.036 0.392 -1.752 0.0000
C 2.492 1.050 -4.491 0.0000
C 1.625 2.286 -4.354 0.0000
C 2.876 0.643 -5.763 0.0000
H 4.484 -1.934 -7.342 0.0000
H 4.781 -0.245 -7.754 0.0000
H 3.193 -0.946 -8.037 0.0000
H 4.485 -2.204 -4.985 0.0000
H 4.294 -2.787 -2.853 0.0000
H 3.138 -2.029 -1.752 0.0003
H 4.796 -1.440 -1.843 0.0000
H 2.376 1.892 -2.101 0.0000
H 0.770 2.102 -3.704 0.0000
H 1.252 2.591 -5.332 0.0000
H 2.180 3.128 -3.933 0.0000
H 2.583 1.246 -6.619 0.0000

# 3
108
Properties=species:S:1:pos:R:3:lowdin_charge:R:1 method="wB97M-V/def2-TZVPD" de_lowest_kj_mol=84.47 homo_energy_ha=-0.2641
Zr 0.338 0.228 -0.468 1.2758
I 0.073 -2.570 0.725 1.2478
C 1.826 -2.401 1.852 -0.6011
C 2.234 -3.496 2.553 -0.1587
C 3.424 -3.432 3.307 -0.0810
C 4.159 -2.284 3.307 -0.0368
C 3.746 -1.147 2.568 -0.1668
C 4.543 0.023 2.554 -0.0403
C 4.149 1.105 1.828 -0.0718
C 2.926 1.069 1.121 -0.1672
C 2.076 -0.015 1.106 -0.2422
C 2.533 -1.168 1.824 -0.2653
H 1.657 -4.412 2.534 0.0909
H 3.747 -4.298 3.871 0.1035
H 5.084 -2.223 3.869 0.1112
H 5.470 0.029 3.117 0.1093
H 4.764 1.997 1.788 0.1024
H 2.669 1.969 0.573 0.0470
N -1.650 -0.014 -1.485 -0.1343
C -2.696 0.770 -2.020 -0.3019
C -2.832 2.094 -1.612 -0.0924
C -3.852 2.898 -2.088 -0.0872
C -4.769 2.397 -3.001 -0.1011
C -4.643 1.079 -3.416 -0.0860
C -3.627 0.267 -2.934 -0.0193
H -2.141 2.484 -0.880 0.0474
H -3.925 3.922 -1.739 0.1043
H -5.569 3.019 -3.379 0.0953
H -5.350 0.665 -4.125 0.1008
H -3.551 -0.760 -3.265 0.1014
O 1.630 0.577 -1.879 -0.4958
O 1.388 -0.838 -1.681 -0.4288
C 4.929 4.776 -1.260 -0.0842
C 4.086 5.042 -0.188 -0.0820
C 2.789 4.554 -0.191 -0.1203
C 2.327 3.808 -1.271 -0.3688
C 3.171 3.533 -2.338 -0.0828
C 4.472 4.022 -2.329 -0.0704
As 0.527 3.087 -1.211 1.3362
C -0.494 4.719 -0.953 -0.3073
C -0.657 5.468 0.203 -0.1087
C -1.421 6.627 0.171 -0.0767
C -2.018 7.031 -1.016 -0.0711
C -1.854 6.288 -2.174 -0.0212
C -1.088 5.127 -2.153 -0.1976
C -0.843 4.246 -3.312 -0.2019
C -1.394 4.414 -4.577 -0.0193
C -1.135 3.480 -5.568 -0.0672
C -0.334 2.377 -5.307 -0.0646
C 0.221 2.195 -4.047 -0.0799
C -0.030 3.138 -3.063 -0.3026
H 5.943 5.155 -1.258 0.1028
H 4.440 5.628 0.651 0.1043
H 2.142 4.758 0.655 0.0900
H 2.824 2.937 -3.171 0.0997
H 5.128 3.805 -3.162 0.1062
H -0.200 5.164 1.135 0.0799
H -1.549 7.213 1.072 0.1045
H -2.616 7.934 -1.038 0.1052
H -2.322 6.616 -3.093 0.1083
H -2.040 5.257 -4.788 0.1066
H -1.574 3.606 -6.550 0.1047
H -0.150 1.645 -6.083 0.1058
H 0.823 1.324 -3.825 0.0909
C -1.375 3.180 4.386 -0.1093
C -0.510 2.160 3.644 -0.5212
C 0.709 2.846 3.035 -0.1200
P -1.350 1.055 2.381 1.0689
C -3.078 1.692 2.167 -0.5476
C -3.122 3.120 1.604 -0.1063
C -3.840 0.698 1.285 -0.1080
C -1.647 -0.472 3.407 -0.5722
C -2.725 -0.340 4.483 -0.1097
C -0.340 -0.952 4.048 -0.1402
H -0.836 3.531 5.270 0.0819
H -2.332 2.778 4.721 0.0641
H -1.573 4.053 3.766 0.0622
H -0.141 1.452 4.390 0.0837
H 0.426 3.412 2.144 0.0351
H 1.465 2.125 2.733 0.0430
H 1.157 3.542 3.750 0.0871
H -3.557 1.702 3.148 0.0830
H -2.241 3.371 1.013 0.0371
H -3.197 3.860 2.396 0.0634
H -3.989 3.244 0.951 0.0760
H -3.346 0.555 0.324 0.0411
H -4.848 1.070 1.090 0.0898
H -3.931 -0.280 1.762 0.0675
H -1.969 -1.225 2.685 0.0514
H -2.503 0.483 5.167 0.0735
H -2.755 -1.255 5.080 0.0840
H -3.722 -0.185 4.072 0.0634
H -0.211 -0.508 5.038 0.0779
H 0.541 -0.701 3.457 0.0458
H -0.353 -2.036 4.180 0.0808
C -1.686 -1.309 -1.844 -0.2620
C -1.720 -2.487 -2.115 -0.0416
C -1.659 -3.853 -2.551 -0.2504
C -1.263 -4.159 -3.856 -0.0317
C -1.199 -5.476 -4.281 -0.0863
C -1.520 -6.510 -3.412 -0.0957
C -1.913 -6.217 -2.113 -0.0881
C -1.987 -4.901 -1.687 -0.0616
H -1.000 -3.350 -4.525 0.1149
H -0.890 -5.697 -5.295 0.1010
H -1.465 -7.538 -3.744 0.0990
H -2.167 -7.017 -1.429 0.1006
H -2.307 -4.673 -0.678 0.0980

# 4
110
Properties=species:S:1:pos:R:3:lowdin_charge:R:1 method="wB97M-V/def2-TZVPD" charge=+1 homo_energy_ha=-0.3567
Ir -1.613 1.952 0.481 1.1730
C -1.258 3.821 3.867 -0.0128
C -1.740 3.916 2.453 -0.2664
C -1.020 4.624 1.487 0.0004
C -1.484 4.746 0.176 -0.2459
C -0.688 5.498 -0.840 -0.0103
C -2.704 4.131 -0.176 -0.0420
C -3.493 3.496 0.792 -0.3367
C -4.898 3.039 0.521 -0.0223
C -2.969 3.347 2.087 -0.0677
H -1.462 2.836 4.286 0.0902
H -1.785 4.557 4.477 0.1056
H -0.191 4.022 3.936 0.0749
H -0.071 5.070 1.761 0.1379
H -0.592 6.542 -0.537 0.1028
H -1.149 5.448 -1.823 0.0887
H 0.319 5.079 -0.905 0.0928
H -3.055 4.204 -1.195 0.1350
H -5.593 3.779 0.922 0.1023
H -5.103 2.080 0.992 0.0810
H -5.085 2.946 -0.548 0.0940
H -3.545 2.822 2.841 0.1377
C -2.658 -4.469 -2.693 -0.0340
C -1.694 -3.518 -3.350 -0.2379
C -1.305 -3.736 -4.666 -0.0523
C -0.434 -2.864 -5.292 -0.0712
C 0.067 -1.769 -4.607 -0.0237
C -0.291 -1.550 -3.277 -0.1840
N 0.222 -0.449 -2.531 0.1002
C 1.154 0.487 -3.015 -0.1905
C 2.370 0.080 -3.568 -0.0285
C 3.265 1.006 -4.077 -0.0627
C 2.971 2.363 -4.044 -0.0757
C 1.783 2.782 -3.472 -0.0199
C 0.887 1.862 -2.943 -0.0761
C -0.324 2.394 -2.234 -0.5431
O -1.241 2.958 -2.781 0.1070
O -0.166 2.314 -0.903 -0.2321
C -1.186 -2.427 -2.639 -0.1668
C -1.635 -2.226 -1.215 -0.0328
H -3.082 -5.155 -3.424 0.0811
H -3.480 -3.942 -2.206 0.0826
H -2.157 -5.063 -1.923 0.0786
H -1.703 -4.587 -5.205 0.1104
H -0.149 -3.025 -6.324 0.1073
H 0.723 -1.080 -5.111 0.1064
H -0.505 -0.020 -1.981 0.0808
H 2.590 -0.979 -3.614 0.0877
H 4.197 0.665 -4.507 0.1095
H 3.663 3.085 -4.456 0.1056
H 1.539 3.837 -3.434 0.1208
H -0.971 -1.565 -0.665 0.0401
H -1.661 -3.173 -0.679 0.0763
H -2.641 -1.810 -1.155 0.0673
C 1.073 -0.577 0.716 -0.4360
P -0.080 0.613 1.533 0.9506
C -0.877 -0.233 2.917 -0.3776
C -0.124 -0.899 3.888 -0.1286
C -0.753 -1.560 4.927 -0.0511
C -2.143 -1.575 5.001 -0.0568
C -2.893 -0.949 4.021 -0.0595
C -2.265 -0.285 2.974 -0.0955
C 1.102 1.817 2.260 -0.3461
C 1.849 2.607 1.377 -0.0966
C 2.839 3.445 1.856 -0.0597
C 3.111 3.505 3.218 -0.0601
C 2.382 2.719 4.096 -0.0685
C 1.384 1.878 3.621 -0.1095
P 0.966 -2.397 1.149 1.0674
C 2.608 -2.613 1.979 -0.3597
C 3.196 -3.881 1.914 -0.0908
C 4.371 -4.159 2.591 -0.0712
C 4.988 -3.179 3.356 -0.0816
C 4.419 -1.921 3.435 -0.0789
C 3.238 -1.641 2.755 -0.1157
C 1.360 -3.188 -0.454 -0.4160
C 2.282 -2.683 -1.365 -0.0918
C 2.550 -3.367 -2.539 -0.0787
C 1.912 -4.570 -2.809 -0.0618
C 1.012 -5.096 -1.893 -0.0720
C 0.738 -4.405 -0.722 -0.1317
H 2.051 -0.234 1.051 0.0387
H 1.059 -0.433 -0.367 0.0277
H 0.955 -0.929 3.828 0.0832
H -0.160 -2.074 5.671 0.1156
H -2.635 -2.094 5.812 0.1123
H -3.974 -0.988 4.054 0.1126
H -2.867 0.148 2.181 0.0637
H 1.658 2.558 0.312 0.0935
H 3.411 4.046 1.160 0.1128
H 3.891 4.157 3.589 0.1121
H 2.585 2.756 5.158 0.1143
H 0.811 1.292 4.329 0.0983
H 2.735 -4.658 1.318 0.1006
H 4.810 -5.146 2.517 0.1088
H 5.908 -3.395 3.882 0.1066
H 4.893 -1.144 4.022 0.1058
H 2.840 -0.636 2.837 0.0749
H 2.801 -1.752 -1.159 0.1114
H 3.267 -2.970 -3.246 0.1040
H 2.122 -5.098 -3.730 0.1116
H 0.520 -6.038 -2.094 0.1110
H 0.033 -4.811 -0.007 0.1026
C -3.527 0.088 -2.725 0.0080
O -2.517 0.630 -1.843 -0.1327
C -2.811 0.746 -0.555 -0.5937
O -3.799 0.291 -0.024 0.0299
H -4.209 0.890 -3.000 0.1056
H -4.074 -0.714 -2.239 0.0914
H -2.993 -0.274 -3.598 0.1040